1.
Molecular formula: C10H21BrClNO5P2SSr
Method: DFT, ωB97M-V/def2-TZVPD

Cartesian coordinates (Å):
C: 1.728 -3.571 2.374
C: 1.394 -2.992 0.877
O: 2.327 -1.981 0.425
C: 2.160 -0.700 1.054
C: 1.008 0.269 0.384
C: 1.742 1.739 0.585
C: 0.893 2.984 0.052
O: 1.720 4.195 0.196
N: 0.869 0.156 -1.075
C: 0.212 -1.038 -1.606
C: -0.489 -0.627 -3.032
O: -0.727 0.572 -3.332
Cl: -0.884 -2.020 -4.204
C: -0.300 0.097 1.290
Br: -0.392 1.366 2.874
O: -1.572 0.014 0.668
C: -1.999 1.098 -0.152
P: -3.229 0.296 -1.425
O: -3.061 -1.259 -1.430
P: -3.096 2.417 0.749
S: -2.669 4.243 0.127
H: 2.685 -4.213 2.282
H: 1.796 -2.749 3.167
H: 0.850 -4.272 2.660
H: 1.558 -3.911 0.179
H: 0.278 -2.719 0.749
H: 3.205 -0.185 1.021
H: 1.955 -0.833 2.195
H: 2.672 1.660 -0.118
H: 2.190 1.854 1.640
H: 0.673 2.822 -1.065
H: -0.066 3.195 0.643
H: 1.631 4.552 1.111
H: 1.785 0.289 -1.554
H: 1.047 -1.799 -1.909
H: -0.490 -1.610 -0.908
H: -0.170 -0.923 1.839
H: -1.227 1.608 -0.825
H: -4.600 0.569 -1.051
H: -3.061 0.883 -2.741
H: -4.490 2.227 0.374
H: -3.061 2.284 2.174
Sr: -0.795 -3.988 -5.263

Computed properties:
Orbital gap = 3.50 eV
Highest occupied orbital energy = -12.6 eV
Net charge = +2
Lowest unoccupied orbital energy = -9.14 eV

=====

2.
Molecular formula: C10H21Cl2PY
Method: DFT, ωB97M-V/def2-TZVPD

Cartesian coordinates (Å):
Y: -1.809 0.440 1.548
Cl: -0.538 2.684 1.423
Cl: -0.295 -1.671 1.422
C: -3.091 0.538 3.349
H: -3.551 -0.422 3.662
H: -3.939 1.209 3.194
C: -1.347 -0.860 -1.706
C: -2.051 -0.090 -0.931
H: -1.048 -1.863 -1.384
C: -2.271 1.377 -1.140
H: -2.724 -0.564 -0.167
C: -2.512 1.610 -2.647
H: -3.100 1.775 -0.598
H: -1.424 1.962 -0.868
C: -1.386 0.992 -3.472
H: -3.469 1.171 -2.944
H: -2.611 2.692 -2.889
C: -0.955 -0.428 -3.054
H: -1.654 0.995 -4.550
H: -0.522 1.641 -3.370
H: -1.333 -1.163 -3.784
H: 0.147 -0.468 -3.167
C: 2.953 -0.420 2.473
P: 2.233 0.193 0.890
C: 3.478 1.486 0.524
C: 2.910 -1.131 -0.201
H: 2.624 0.247 3.277
H: 4.055 -0.419 2.421
H: 2.580 -1.428 2.676
H: 4.498 1.107 0.720
H: 3.390 1.789 -0.523
H: 3.274 2.351 1.158
H: 4.013 -1.136 -0.167
H: 2.517 -2.102 0.116
H: 2.582 -0.937 -1.230

Computed properties:
Energy relative to the best compared isomer or geometry (same formula, charge and spin) = 0.1 kJ/mol
Orbital gap = 4.73 eV
Highest occupied orbital energy = -2.0 eV
Net charge = -1
Lowest unoccupied orbital energy = 2.72 eV

=====

3.
Molecular formula: C10H21Cl3N3O7P2RuS
Method: DFT, ωB97M-V/def2-TZVPD

Cartesian coordinates (Å):
Ru: 0.112 0.256 -0.284
C: -2.463 -0.470 -1.834
C: -1.551 -1.652 -2.083
N: -0.146 -1.199 -2.114
C: 0.340 -0.566 -3.361
C: 0.026 0.928 -3.497
S: 0.024 1.873 -1.913
C: -1.687 2.507 -1.784
C: -2.490 1.741 -0.739
N: -2.022 0.325 -0.642
H: -3.496 -0.790 -1.689
H: -2.464 0.204 -2.688
H: -1.836 -2.159 -3.007
H: -1.638 -2.378 -1.273
H: 0.458 -1.993 -1.925
H: -0.067 -1.076 -4.238
H: 1.417 -0.710 -3.387
H: -0.949 1.117 -3.943
H: 0.768 1.409 -4.132
H: -2.109 2.467 -2.788
H: -1.603 3.559 -1.516
H: -3.551 1.758 -0.999
H: -2.372 2.190 0.242
H: -2.452 -0.072 0.194
C: 1.620 -0.687 4.098
C: 0.221 -0.418 3.627
O: -0.596 -0.023 4.601
P: -0.506 -1.609 2.409
O: -0.243 -3.028 2.982
O: -2.053 -1.402 2.560
O: -0.014 -1.389 1.015
P: 0.403 1.419 2.380
O: 0.568 2.497 3.470
O: -0.950 1.361 1.771
O: 1.558 1.052 1.517
H: 1.585 -1.529 4.796
H: 2.014 0.169 4.648
H: 2.282 -0.917 3.265
H: -1.535 0.015 4.338
H: 0.500 -3.583 2.696
H: -2.585 -2.123 2.939
H: 1.454 2.828 3.700
Cl: 5.235 -1.485 -2.050
C: 4.763 0.037 -1.308
Cl: 5.550 0.290 0.245
Cl: 5.004 1.402 -2.392
C: 3.301 -0.044 -1.044
N: 2.173 -0.104 -0.863

Computed properties:
2S+1 = 5
Orbital gap (alpha / beta) = 7.87 / 6.72 eV
Highest occupied orbital energy (alpha / beta) = -18.2 / -18.9 eV
Net charge = +3
Lowest unoccupied orbital energy (alpha / beta) = -10.37 / -12.15 eV

=====

4.
Molecular formula: C10H21FNO5S
Method: DFT, ωB97M-V/def2-TZVPD

Cartesian coordinates (Å):
O: -1.398 3.467 2.237
S: -0.024 3.701 2.461
O: 0.489 5.009 2.548
F: 0.483 2.845 3.617
N: 0.773 2.908 1.104
C: 1.541 3.860 0.208
C: 2.680 3.157 -0.533
O: 3.581 2.446 0.303
C: 3.077 2.206 1.595
C: 1.651 1.723 1.469
H: 0.008 2.507 0.535
H: 1.948 4.694 0.766
H: 0.849 4.225 -0.544
H: 3.239 3.965 -1.002
H: 2.306 2.523 -1.336
H: 3.149 3.096 2.228
H: 3.658 1.408 2.045
H: 1.281 1.207 2.347
H: 1.575 1.016 0.648
C: -2.562 -0.324 0.533
C: -1.740 0.142 -0.633
O: -1.043 1.143 -0.562
C: -1.810 -0.676 -1.880
H: -2.428 0.351 1.377
H: -3.617 -0.342 0.258
H: -2.254 -1.331 0.818
H: -2.837 -0.713 -2.245
H: -1.475 -1.692 -1.648
H: -1.175 -0.239 -2.648
C: -2.209 -5.585 -1.668
C: -1.122 -4.655 -1.198
O: -1.376 -3.539 -0.792
C: 0.292 -5.170 -1.254
H: -3.175 -5.094 -1.576
H: -2.043 -5.855 -2.712
H: -2.210 -6.492 -1.063
H: 0.556 -5.425 -2.281
H: 0.388 -6.062 -0.633
H: 0.974 -4.407 -0.889

Computed properties:
Orbital gap = 9.48 eV
Highest occupied orbital energy = -12.2 eV
Net charge = +1
Lowest unoccupied orbital energy = -2.69 eV

=====

5.
Molecular formula: C10H21N
Method: DFT, ωB97M-V/def2-TZVPD

Cartesian coordinates (Å):
C: 3.855 -0.616 -0.016
C: 2.461 -0.711 -0.640
C: 1.393 -0.187 0.322
C: 1.447 -0.931 1.658
C: 2.841 -0.837 2.282
C: 3.908 -1.361 1.319
H: 4.098 0.450 0.157
H: 4.612 -1.025 -0.712
H: 2.243 -1.771 -0.874
H: 2.429 -0.143 -1.590
H: 0.388 -0.288 -0.131
H: 1.572 0.890 0.505
H: 0.689 -0.522 2.354
H: 1.203 -1.997 1.484
H: 3.058 0.223 2.515
H: 2.872 -1.404 3.232
H: 4.913 -1.259 1.773
H: 3.729 -2.438 1.137
C: -1.364 -3.882 -0.398
C: -0.745 -3.744 -1.813
C: 0.403 -4.762 -1.821
N: 0.773 -4.833 -0.404
C: -0.517 -4.967 0.279
H: -2.436 -4.158 -0.427
H: -1.278 -2.928 0.157
H: -0.349 -2.721 -1.965
H: -1.475 -3.945 -2.620
H: 1.265 -4.449 -2.442
H: 0.044 -5.734 -2.210
H: 1.386 -5.636 -0.213
H: -0.976 -5.961 0.118
H: -0.406 -4.821 1.371

Computed properties:
Energy relative to the best compared isomer or geometry (same formula, charge and spin) = 0.0 kJ/mol
Orbital gap = 10.01 eV
Highest occupied orbital energy = -9.0 eV
Net charge = 0
SMILES = C1CCCCC1.C1CCNC1
Lowest unoccupied orbital energy = 1.03 eV

=====

6.
Molecular formula: C10H22As3F18O6V
Method: DFT, ωB97M-V/def2-TZVPD

Cartesian coordinates (Å):
O: 0.736 0.964 -0.841
V: 0.137 -0.398 -0.259
As: -2.592 -0.874 -2.945
F: -1.420 -0.421 -1.581
F: -1.567 -0.041 -4.156
F: -3.776 -1.323 -4.237
F: -3.669 -1.568 -1.695
F: -3.349 0.763 -2.779
F: -1.711 -2.420 -3.115
As: 0.351 0.261 3.720
F: -1.037 1.366 3.374
F: -0.813 -1.104 3.767
F: 1.740 -0.777 4.035
F: 1.452 1.675 3.512
F: 0.200 0.535 5.473
F: 0.464 0.001 1.927
As: 4.127 -0.255 -0.153
F: 2.381 -0.693 0.166
F: 4.423 -1.994 -0.523
F: 5.843 0.082 -0.554
F: 3.764 1.456 0.223
F: 4.488 -0.491 1.565
F: 3.711 0.061 -1.878
C: -2.844 -0.762 1.226
O: -1.566 -1.344 0.894
C: -1.410 -2.693 1.321
C: 0.053 -3.070 1.201
O: 0.541 -2.476 -0.022
C: 0.736 -3.451 -1.080
C: 1.309 -2.677 -2.261
O: 1.007 -1.227 -2.249
C: 1.381 -0.588 -3.465
H: -2.987 0.176 0.690
H: -2.899 -0.473 2.276
H: -3.742 -1.298 0.919
H: -2.095 -3.308 0.738
H: -1.708 -2.853 2.358
H: 0.319 -4.115 1.358
H: 0.620 -2.597 2.003
H: -0.215 -3.868 -1.411
H: 1.367 -4.319 -0.893
H: 1.051 -3.178 -3.194
H: 2.390 -2.809 -2.207
H: 2.360 -0.977 -3.746
H: 1.455 0.487 -3.305
H: 0.736 -0.772 -4.325
O: -1.255 1.737 0.406
C: -1.627 2.929 0.464
O: -0.935 3.978 0.982
C: 0.339 3.805 1.549
C: 1.171 4.983 1.089
C: -2.923 3.334 -0.170
H: 0.782 2.841 1.300
H: 0.245 3.655 2.625
H: 1.337 5.004 0.012
H: 2.147 4.894 1.565
H: 0.752 5.948 1.376
H: -3.743 2.791 0.299
H: -2.908 3.086 -1.232
H: -3.124 4.404 -0.137

Computed properties:
2S+1 = 3
Orbital gap (alpha / beta) = 5.23 / 7.93 eV
Highest occupied orbital energy (alpha / beta) = -0.8 / -3.5 eV
Net charge = -2
Lowest unoccupied orbital energy (alpha / beta) = 4.43 / 4.42 eV

=====

7.
Molecular formula: C10H22BrN3O3
Method: DFT, ωB97M-V/def2-TZVPD

Cartesian coordinates (Å):
C: 1.359 -0.600 -3.776
C: 0.602 -1.913 -3.566
O: 0.630 -2.393 -2.228
C: -0.097 -1.610 -1.303
C: -1.373 -2.330 -0.842
O: -1.530 -2.415 0.568
C: -1.486 -1.180 1.248
C: -2.456 -0.104 0.742
O: -1.795 0.967 0.091
C: -1.478 2.079 0.872
N: -0.040 2.361 0.673
C: 0.896 1.764 1.413
N: 0.959 1.854 2.780
C: 1.823 0.737 3.234
C: 2.651 0.389 1.993
N: 1.825 0.959 0.916
H: 2.348 -0.770 -4.200
H: 0.815 0.063 -4.449
H: 1.471 -0.056 -2.838
H: -0.431 -1.834 -3.921
H: 1.069 -2.705 -4.150
H: -0.343 -0.633 -1.729
H: 0.550 -1.438 -0.434
H: -1.312 -3.356 -1.199
H: -2.259 -1.879 -1.297
H: -0.471 -0.758 1.214
H: -1.693 -1.414 2.293
H: -3.070 0.266 1.567
H: -3.144 -0.519 0.007
H: -1.992 2.986 0.523
H: -1.663 1.896 1.933
H: 0.202 3.019 -0.054
H: 1.254 2.778 3.077
H: 2.442 1.031 4.077
H: 1.189 -0.088 3.558
H: 2.859 -0.665 1.842
H: 3.607 0.917 2.015
H: 1.610 0.461 0.061
Br: -3.527 4.131 -0.710

Computed properties:
Energy relative to the best compared isomer or geometry (same formula, charge and spin) = 0.0 kJ/mol
Orbital gap = 5.58 eV
Highest occupied orbital energy = -6.5 eV
Net charge = 0
Lowest unoccupied orbital energy = -0.88 eV

=====

8.
Molecular formula: C10H22Cl2GdO3P
Method: DFT, ωB97M-V/def2-TZVPD

Cartesian coordinates (Å):
C: -1.155 -2.074 -3.047
C: -1.725 -1.940 -1.682
H: -0.450 -1.257 -3.248
H: -1.964 -2.052 -3.792
H: -0.631 -3.041 -3.125
O: -1.229 -1.221 -0.772
Cl: -3.116 -2.874 -1.455
Gd: 0.163 0.226 0.700
P: 2.101 -1.837 0.636
C: 3.866 -1.768 0.213
C: 2.186 -2.698 2.250
H: 0.495 -3.444 -0.264
H: 2.179 -4.045 -0.351
H: 1.592 -2.826 -1.523
C: 1.534 -3.168 -0.482
H: 1.184 -3.029 2.553
H: 2.862 -3.562 2.176
H: 4.308 -2.770 0.324
H: 4.374 -1.064 0.886
H: 2.559 -2.004 3.013
H: 3.994 -1.412 -0.816
C: 2.192 0.983 -0.403
O: 3.139 1.407 -0.919
Cl: 1.027 0.781 2.972
C: -3.590 1.959 0.616
C: -2.411 2.032 -0.328
O: -1.126 2.043 0.396
C: -0.772 3.283 1.108
C: -0.964 4.506 0.242
H: -3.583 1.035 1.205
H: -4.509 1.977 0.026
H: -3.620 2.812 1.302
H: -2.360 1.145 -0.971
H: -2.434 2.925 -0.960
H: -1.373 3.319 2.024
H: 0.278 3.161 1.400
H: -2.024 4.735 0.097
H: -0.510 5.368 0.733
H: -0.486 4.388 -0.735

Computed properties:
Energy relative to the best compared isomer or geometry (same formula, charge and spin) = 0.0 kJ/mol
2S+1 = 8
Orbital gap (alpha / beta) = 8.91 / 6.19 eV
Highest occupied orbital energy (alpha / beta) = -16.7 / -16.4 eV
Net charge = +2
Lowest unoccupied orbital energy (alpha / beta) = -7.74 / -10.25 eV